(1)
DFT (the ωB97M-V functional and the def2-TZVPD basis) results for C16H11IN4O3ReS as an isolated structure in a non-equilibrium geometry.

* net charge: +1
* electronic energy: -1834.98289 Ha
* E_HOMO (alpha / beta): -10.719 / -11.135 eV
* multiplicity: 3

XYZ file:
```
37
C16H11IN4O3ReS, DFT the ωB97M-V functional and the def2-TZVPD basis
Re 0.35 0.79 -0.53
O -0.46 1.81 1.12
N -1.78 1.80 1.28
C -2.27 2.10 2.50
C -3.62 2.13 2.72
C -4.49 1.85 1.67
C -3.98 1.54 0.43
C -2.60 1.51 0.24
S -1.87 1.12 -1.29
H -1.52 2.28 3.26
H -3.98 2.37 3.71
H -5.56 1.87 1.83
H -4.61 1.31 -0.41
I 4.74 4.20 -3.00
C 3.05 3.67 -1.90
C 2.30 4.49 -1.07
N 1.30 3.73 -0.59
N 1.35 2.48 -1.07
C 2.42 2.43 -1.87
H 2.43 5.51 -0.80
H 0.59 4.00 0.07
H 2.69 1.52 -2.38
O -1.18 -2.15 1.64
C -0.37 -2.22 0.75
N 0.03 -1.16 -0.06
C 0.93 -1.59 -0.98
O 1.36 -0.70 -1.76
C 1.21 -3.00 -0.81
C 2.07 -3.87 -1.45
C 2.15 -5.17 -0.95
C 1.41 -5.56 0.16
C 0.53 -4.68 0.79
C 0.44 -3.40 0.29
H 2.66 -3.56 -2.30
H 2.81 -5.88 -1.42
H 1.50 -6.57 0.54
H -0.03 -4.98 1.66
```

natural (NBO) atomic charge list, values in e, 5 entries: 1.209 -0.567 0.013 0.045 -0.237

(2)
DFT (the ωB97M-V functional and the def2-TZVPD basis) results for a 13-piece molecular cluster, C18H62O13 overall in a non-equilibrium geometry.

* net charge: -1
* electronic energy: -1701.02250 Ha
* E_HOMO (alpha / beta): -0.255 / -7.500 eV
* multiplicity: 2

XYZ file:
```
93
C18H62O13, DFT the ωB97M-V functional and the def2-TZVPD basis
O 1.03 0.35 -4.16
H 1.47 -0.34 -3.66
H 1.74 0.92 -4.46
O -3.32 -3.10 -0.28
H -3.43 -2.68 0.57
H -3.04 -2.39 -0.87
O -1.08 -3.10 2.82
H -1.61 -3.76 3.28
H -0.64 -2.62 3.51
O -1.00 -4.59 0.51
H -1.72 -4.30 -0.04
H -0.89 -3.89 1.16
O -0.07 -1.33 4.74
H 0.33 -0.52 5.06
H -0.64 -1.61 5.46
O -1.19 1.85 -4.00
H -1.07 2.48 -3.29
H -0.51 1.19 -3.84
O -2.40 3.86 -2.19
H -2.37 4.66 -2.72
H -2.38 4.18 -1.29
C 2.93 3.35 -0.17
C 3.98 3.91 0.70
C 5.08 4.69 -0.06
O 3.37 4.90 1.56
H 2.00 3.16 0.38
H 3.36 2.49 -0.68
H 2.55 4.07 -0.89
H 4.50 3.20 1.34
H 5.67 5.20 0.70
H 4.61 5.37 -0.77
H 5.88 4.17 -0.59
H 2.77 4.56 2.23
C 0.10 0.55 1.55
C -1.08 0.11 0.67
C -0.86 0.56 -0.82
O -1.21 -1.29 0.69
H 0.27 1.59 1.26
H 0.92 -0.01 1.11
H -0.03 0.37 2.62
H -2.05 0.52 0.95
H 0.18 0.42 -1.14
H -1.08 1.63 -0.81
H -1.54 0.12 -1.55
H -1.25 -1.60 1.59
C 3.58 0.41 2.16
C 3.74 0.40 3.67
C 4.75 -0.67 3.97
O 4.26 1.60 4.04
H 2.85 1.19 1.95
H 3.04 -0.46 1.78
H 4.45 0.63 1.53
H 2.83 0.10 4.20
H 4.72 -1.52 3.29
H 4.53 -1.04 4.98
H 5.78 -0.30 4.04
H 3.57 2.27 4.00
C 3.00 -1.71 -0.86
C 3.28 -2.01 -2.28
C 2.28 -2.93 -2.91
O 3.39 -0.79 -2.92
H 3.60 -0.87 -0.50
H 3.28 -2.61 -0.31
H 1.93 -1.57 -0.70
H 4.29 -2.43 -2.29
H 2.16 -3.95 -2.54
H 2.69 -3.14 -3.90
H 1.27 -2.54 -3.05
H 4.20 -0.30 -2.79
C -4.64 -1.19 -5.10
C -4.05 -1.48 -3.71
C -2.62 -1.91 -3.80
O -4.16 -0.47 -2.74
H -4.69 -2.11 -5.68
H -4.13 -0.30 -5.47
H -5.72 -1.19 -5.04
H -4.43 -2.42 -3.32
H -1.94 -1.11 -4.09
H -2.62 -2.77 -4.48
H -2.30 -2.30 -2.84
H -4.07 0.35 -3.23
C -4.84 -0.50 1.18
C -4.24 -0.17 2.55
C -4.46 1.28 2.93
O -4.92 -0.97 3.51
H -5.72 0.14 1.09
H -5.12 -1.54 1.03
H -4.09 -0.25 0.43
H -3.20 -0.47 2.67
H -5.45 1.71 2.74
H -3.71 1.90 2.43
H -4.27 1.55 3.97
H -4.35 -0.87 4.27
```

Mulliken atomic charge list, values in e, 5 entries: -0.648 0.346 0.235 -0.737 0.247

(3)
DFT (the ωB97M-V functional and the def2-TZVPD basis) results for C4H4O2 in the gas phase.

* ΔE to the lowest compared entry with this formula, charge and spin: 3.545 eV
* electronic energy: -305.14920 Ha
* E_HOMO: -10.689 eV

XYZ file:
```
10
C4H4O2, DFT the ωB97M-V functional and the def2-TZVPD basis
O -1.29 0.14 -1.32
C -1.60 -0.31 -0.25
O -0.85 -0.23 0.86
C 0.40 0.43 0.68
C 1.90 -1.03 0.65
C 1.39 -0.30 -0.28
H -2.53 -0.84 -0.02
H 0.25 1.39 0.18
H 0.75 0.63 1.70
H 1.43 -0.06 -1.34
```

natural (NBO) atomic charge list, values in e, 5 entries: -0.586 0.648 -0.490 -0.113 0.199

(4)
DFT (the ωB97M-V functional and the def2-TZVPD basis) results for C36H29MoN3OSi as an isolated structure.

* net charge: +2
* ΔE to the lowest compared entry with this formula, charge and spin: 0.000 eV
* electronic energy: -1986.01153 Ha
* E_HOMO (alpha / beta): -13.972 / -13.591 eV
* multiplicity: 3

XYZ file:
```
71
C36H29MoN3OSi, DFT the ωB97M-V functional and the def2-TZVPD basis
Mo 0.06 -0.14 0.80
C -4.37 -0.25 0.13
C -3.02 -0.64 0.13
N -2.03 0.19 0.44
C -2.33 1.50 0.73
C -3.66 1.95 0.83
C -4.68 1.04 0.50
C -3.89 3.28 1.25
C -2.84 4.09 1.55
C -1.51 3.65 1.41
C -1.24 2.38 0.97
N 0.02 1.78 0.77
C 1.24 2.47 0.62
C 1.42 3.81 0.38
C 2.72 4.35 0.29
C 3.83 3.56 0.42
C 3.68 2.16 0.60
C 4.77 1.27 0.69
C 4.54 -0.08 0.82
C 3.22 -0.54 0.84
N 2.17 0.27 0.78
C 2.39 1.62 0.68
H -5.13 -0.96 -0.15
H -2.75 -1.66 -0.10
H -5.71 1.36 0.54
H -4.91 3.64 1.33
H -3.01 5.10 1.90
H -0.71 4.32 1.70
H 0.58 4.46 0.22
H 2.83 5.41 0.12
H 4.82 3.98 0.37
H 5.78 1.65 0.66
H 5.35 -0.79 0.88
H 3.01 -1.60 0.93
C 4.24 -1.82 4.49
C 3.35 -2.59 3.75
C 2.11 -2.08 3.42
C 1.71 -0.80 3.85
C 2.61 -0.06 4.60
C 3.86 -0.56 4.92
Si 0.02 -0.17 3.36
C -1.30 -1.46 3.71
C -1.00 -2.62 4.42
C -1.98 -3.56 4.72
C -3.29 -3.35 4.30
C -3.62 -2.20 3.60
C -2.63 -1.27 3.31
C -0.38 1.53 4.02
C -1.61 1.80 4.63
C -1.89 3.07 5.11
C -0.95 4.08 5.01
C 0.28 3.82 4.42
C 0.56 2.56 3.92
H 5.21 -2.22 4.75
H 3.63 -3.59 3.43
H 1.42 -2.70 2.85
H 2.33 0.92 4.97
H 4.54 0.03 5.52
H 0.00 -2.79 4.78
H -1.73 -4.44 5.29
H -4.05 -4.08 4.53
H -4.64 -2.02 3.30
H -2.92 -0.35 2.80
H -2.34 1.02 4.75
H -2.84 3.27 5.59
H -1.16 5.06 5.41
H 1.03 4.60 4.36
H 1.52 2.38 3.46
O -0.04 -2.36 0.60
H 0.44 -2.97 0.01
H -0.60 -2.89 1.19
```

Mulliken atomic charge list, values in e, 5 entries: 0.370 -0.758 -0.411 -0.179 0.547